[1]
Here is 2 unconnected molecules or ions with the total composition H3NO3Si in a non-equilibrium geometry from OMol25. Energies are from ωB97M-V with the def2-TZVPD basis set.

Geometry as XYZ:
```
8
Properties=species:S:1:pos:R:3:forces:R:3
N 2.321599 0.158480 -0.389811 1.111 1.091 -1.662
O 3.329600 0.748508 -0.105992 -1.737 -1.101 0.281
O 1.836712 -0.578640 0.597167 -1.342 -2.215 1.291
O -0.985784 -0.801863 -0.376175 0.782 -0.817 -0.203
Si -2.125006 0.150718 -0.157621 -0.529 0.578 1.087
H 1.055784 -1.205904 0.291325 1.763 2.336 0.002
H -2.389882 1.373857 -0.853731 -0.003 0.551 -0.841
H -3.043024 0.154842 0.994839 -0.045 -0.422 0.046
```
Positions in Å, forces in eV/Å.

Values from the calculation:
- energy above the lowest of the compared OMol25 structures with the same formula, charge and spin (kcal/mol) = 44.25
- E_LUMO (eV) = -0.93
- 2S+1 = 1
- total energy (a.u.) = -571.64347
- SMILES = O=[SiH2].O=NO



[2]
Here is a single H3NO3Si molecule in a non-equilibrium geometry from OMol25. Energies are from ωB97M-V with the def2-TZVPD basis set.

Geometry as XYZ:
```
8
Properties=species:S:1:pos:R:3:forces:R:3
N -1.270734 0.233913 0.705196 -2.913 -2.002 0.925
O -1.493589 -0.914069 0.387762 1.069 -1.302 -1.101
O -1.966455 0.749084 1.542829 1.143 1.908 -0.048
O -0.323215 0.861176 0.060855 1.646 0.312 -0.537
Si 1.070200 -0.143593 -0.613056 -1.645 1.231 1.860
H 1.309431 -1.137500 0.465720 0.264 0.383 -0.266
H 0.912380 -0.793505 -1.879431 -0.332 -0.204 -0.653
H 1.761981 1.144495 -0.669873 0.769 -0.326 -0.182
```
Positions in Å, forces in eV/Å.

Values from the calculation:
- energy above the lowest of the compared OMol25 structures with the same formula, charge and spin (kcal/mol) = 56.39
- E_LUMO (eV) = 0.15
- 2S+1 = 1
- total energy (a.u.) = -571.62414
- SMILES = O=[N+]([O-])O[SiH3]



[3]
Here is a single H3O2P molecule in a non-equilibrium geometry from OMol25. Energies are from ωB97M-V with the def2-TZVPD basis set.

Geometry as XYZ:
```
6
Properties=species:S:1:pos:R:3:forces:R:3
O 0.262203 -1.144972 0.021591 -1.370 -0.541 1.601
O -1.760710 0.264480 0.086300 -2.990 0.585 0.516
P -0.340588 0.333241 0.122146 3.361 -0.857 -3.293
H 1.167562 -1.171771 -0.197289 1.785 -0.158 -0.456
H 0.314154 1.051302 1.114579 -0.003 0.060 0.412
H 0.357381 0.667718 -1.147327 -0.783 0.910 1.220
```
Positions in Å, forces in eV/Å.

Values from the calculation:
- energy above the lowest of the compared OMol25 structures with the same formula, charge and spin (kcal/mol) = 6.35
- E_LUMO (eV) = 0.58
- 2S+1 = 1
- total energy (a.u.) = -493.64213
- SMILES = O=[PH2]O



- The lowest energy above the lowest of the compared OMol25 structures with the same formula, charge and spin belongs to which entry?
  H3O2P



What did the second record say?
Here is a single H3NO3Si molecule in a non-equilibrium geometry from OMol25. Energies are from ωB97M-V with the def2-TZVPD basis set.

Geometry as XYZ:
```
8
Properties=species:S:1:pos:R:3:forces:R:3
N -1.270734 0.233913 0.705196 -2.913 -2.002 0.925
O -1.493589 -0.914069 0.387762 1.069 -1.302 -1.101
O -1.966455 0.749084 1.542829 1.143 1.908 -0.048
O -0.323215 0.861176 0.060855 1.646 0.312 -0.537
Si 1.070200 -0.143593 -0.613056 -1.645 1.231 1.860
H 1.309431 -1.137500 0.465720 0.264 0.383 -0.266
H 0.912380 -0.793505 -1.879431 -0.332 -0.204 -0.653
H 1.761981 1.144495 -0.669873 0.769 -0.326 -0.182
```
Positions in Å, forces in eV/Å.

Values from the calculation:
- energy above the lowest of the compared OMol25 structures with the same formula, charge and spin (kcal/mol) = 56.39
- E_LUMO (eV) = 0.15
- 2S+1 = 1
- total energy (a.u.) = -571.62414
- SMILES = O=[N+]([O-])O[SiH3]



What did the first record say?
Here is 2 unconnected molecules or ions with the total composition H3NO3Si in a non-equilibrium geometry from OMol25. Energies are from ωB97M-V with the def2-TZVPD basis set.

Geometry as XYZ:
```
8
Properties=species:S:1:pos:R:3:forces:R:3
N 2.321599 0.158480 -0.389811 1.111 1.091 -1.662
O 3.329600 0.748508 -0.105992 -1.737 -1.101 0.281
O 1.836712 -0.578640 0.597167 -1.342 -2.215 1.291
O -0.985784 -0.801863 -0.376175 0.782 -0.817 -0.203
Si -2.125006 0.150718 -0.157621 -0.529 0.578 1.087
H 1.055784 -1.205904 0.291325 1.763 2.336 0.002
H -2.389882 1.373857 -0.853731 -0.003 0.551 -0.841
H -3.043024 0.154842 0.994839 -0.045 -0.422 0.046
```
Positions in Å, forces in eV/Å.

Values from the calculation:
- energy above the lowest of the compared OMol25 structures with the same formula, charge and spin (kcal/mol) = 44.25
- E_LUMO (eV) = -0.93
- 2S+1 = 1
- total energy (a.u.) = -571.64347
- SMILES = O=[SiH2].O=NO



- What is the formula in the third record?
  H3O2P